<A>
C5H29NO11 | ωB97M-V/def2-TZVPD

CARTESIAN COORDINATES (ANGSTROEM)
C (0.4410, -3.2769, -2.0829)
C (1.3601, -2.2012, -2.5325)
C (0.7543, -0.8972, -2.9841)
N (-0.0881, -0.3533, -1.8819)
C (-1.3485, 0.3023, -2.4017)
C (-1.6752, 1.3314, -1.3008)
O (-1.7956, 2.5231, -1.4195)
O (-1.6120, 0.7834, -0.0510)
H (1.0365, -4.2322, -2.0011)
H (-0.5321, -3.3188, -2.6439)
H (0.1558, -3.1631, -1.0241)
H (2.0785, -2.6327, -3.3104)
H (2.1371, -1.9407, -1.7877)
H (1.6585, -0.2493, -3.1286)
H (0.1609, -0.9707, -3.8710)
H (-0.3759, -1.1143, -1.3018)
H (-0.9724, 1.0093, -3.1624)
H (-2.0009, -0.4243, -2.7841)
H (-2.0072, 1.4758, 0.5631)
O (1.3118, 2.8041, 0.1754)
H (0.7583, 2.0391, -0.0313)
H (1.2376, 3.4879, -0.4805)
O (4.1142, -0.8947, 1.5856)
H (3.3658, -0.7056, 1.0289)
H (4.7364, -0.2100, 1.7723)
O (-3.2199, -1.1074, -0.7825)
H (-3.7988, -1.6958, -0.3250)
H (-2.3840, -0.8201, -0.4152)
O (-0.9014, -1.5944, 1.2709)
H (-0.5787, -0.7208, 1.0451)
H (-0.3051, -2.1864, 0.8225)
O (-1.7576, -1.4490, 4.1498)
H (-2.5400, -1.0541, 3.7889)
H (-1.1464, -1.6845, 3.4497)
O (-1.9842, 2.0951, 2.3381)
H (-1.3780, 1.4550, 2.7063)
H (-2.6486, 2.1869, 3.0264)
O (0.7646, 1.0493, 2.8689)
H (1.5653, 1.3988, 2.4556)
H (0.8694, 1.6049, 3.6695)
O (2.3316, 0.4177, -0.0298)
H (2.2158, 0.1813, -0.9572)
H (2.3969, 1.3832, -0.0458)
O (0.0411, 4.1880, 2.0593)
H (0.0844, 3.5524, 1.3326)
H (-0.5251, 3.6285, 2.6275)

- molecular weight (g/mol) = 279.28
- E_LUMO (eV) = 0.14
- HOMO energy (eV) = -9.91
- orbital gap (eV) = 10.042

Löwdin population analysis, charges in e, atoms 1 to 8: C -0.11; C -0.29; C -0.23; N -0.05; C -0.08; C -0.47; O 0.12; O -0.01

***

<B>
C5H29NO11 | ωB97M-V/def2-TZVPD

CARTESIAN COORDINATES (ANGSTROEM)
O (-3.8860, 1.0474, -1.4565)
C (-2.8798, 1.2313, -2.0786)
C (-1.9421, 0.1364, -2.6060)
C (-2.1993, -1.1958, -1.8868)
C (-1.7186, -1.1793, -0.4062)
N (-0.2693, -1.4765, -0.2171)
C (0.5680, -0.4094, 0.1771)
O (0.8631, 0.4733, -0.9658)
H (-2.5475, 2.2289, -2.4426)
H (-2.1637, -0.0314, -3.6759)
H (-0.8990, 0.4814, -2.5996)
H (-1.9523, -2.0487, -2.5045)
H (-3.2778, -1.3164, -1.7525)
H (-2.3082, -1.9195, 0.1527)
H (-1.8778, -0.1882, 0.0404)
H (0.0625, -2.0256, -0.9859)
H (1.4208, -0.6360, 0.7730)
H (-0.0761, 0.2785, 0.8247)
H (1.5390, 0.1440, -1.5690)
O (1.9450, -2.1729, -2.6317)
H (2.5055, -2.5062, -1.9110)
H (1.9554, -2.9897, -3.1525)
O (2.8630, 0.7160, 2.9234)
H (1.9457, 0.6942, 3.1905)
H (3.2534, 1.5713, 2.7236)
O (-0.5123, -1.7282, 4.2983)
H (-0.5794, -1.7675, 3.3341)
H (0.4605, -1.7355, 4.3831)
O (2.9872, -2.0083, 3.1989)
H (3.4524, -1.1753, 3.0508)
H (3.1115, -2.2929, 2.2781)
O (-1.6034, 3.2644, 0.6872)
H (-1.9955, 4.1421, 0.8016)
H (-1.6053, 3.1581, -0.2739)
O (0.0704, 2.9486, -1.3118)
H (0.0064, 1.9743, -1.1336)
H (1.0250, 3.0810, -1.3128)
O (-0.0942, -3.7062, -2.8130)
H (-0.2107, -3.1044, -3.5493)
H (0.2951, -3.3074, -2.0410)
O (2.2116, 3.0347, 0.8961)
H (2.7024, 3.8653, 0.8874)
H (1.2714, 3.2574, 0.8654)
O (-0.3427, 0.8535, 3.1059)
H (-0.9059, 0.6184, 3.8541)
H (-0.6685, 1.7209, 2.8311)

- molecular weight (g/mol) = 279.28
- E_LUMO (eV) = -0.01
- HOMO energy (eV) = -9.09
- orbital gap (eV) = 9.081

Löwdin population analysis, charges in e, atoms 1 to 8: O 0.07; C -0.27; C -0.15; C -0.17; C -0.16; N -0.03; C -0.23; O -0.11

***

Energies relative to the most stable structure, in hartree: <A> 0.0000; <B> 0.0197.

***

<A>
C9H18N2 | ωB97M-V/def2-TZVPD

CARTESIAN COORDINATES (ANGSTROEM)
C (0.4079, 0.5600, -3.2714)
C (-0.3057, -0.8105, -3.3578)
C (-0.7465, -1.2853, -2.0061)
C (-1.9344, -1.1600, -1.3496)
N (-1.7926, -1.8286, -0.1702)
C (-0.5276, -2.3107, -0.1171)
N (0.1045, -2.0166, -1.2235)
H (0.2665, 0.9921, -2.2830)
H (0.0065, 1.3280, -3.9413)
H (1.4665, 0.5067, -3.5261)
H (-1.1577, -0.8111, -4.0290)
H (0.4371, -1.5338, -3.6848)
H (-2.8525, -0.6316, -1.5680)
H (-2.4400, -1.8427, 0.5990)
H (-0.0773, -2.8167, 0.7070)
C (2.0047, 1.3496, 2.5744)
C (0.7640, 0.5302, 2.1407)
C (-0.4453, 0.7380, 3.0323)
C (0.4122, 0.9761, 0.7014)
H (2.2200, 1.1622, 3.6272)
H (1.7179, 2.4053, 2.5075)
H (2.7616, 1.2044, 1.8071)
H (1.0749, -0.5178, 2.0464)
H (-0.7588, 1.7883, 2.9594)
H (-1.3201, 0.2097, 2.6360)
H (-0.2237, 0.5490, 4.0864)
H (0.1388, 2.0268, 0.7486)
H (1.2544, 0.7965, 0.0507)
H (-0.4553, 0.4426, 0.3041)

- molecular weight (g/mol) = 154.26
- E_LUMO (eV) = 0.80
- HOMO energy (eV) = -8.65
- orbital gap (eV) = 9.454

Löwdin population analysis, charges in e, atoms 1 to 8: C -0.09; C -0.18; C -0.34; C -0.08; N 0.04; C -0.21; N 0.10; H 0.05

***

<B>
C9H18N2 | ωB97M-V/def2-TZVPD

CARTESIAN COORDINATES (ANGSTROEM)
C (0.7995, 1.7227, 0.3824)
C (-0.2070, 1.9066, -0.6393)
C (-1.6762, 1.6731, -0.1230)
C (-2.1413, 0.2261, -0.2264)
C (-1.7681, -0.8523, 0.9077)
C (-0.2429, -1.1224, 0.9725)
C (0.2790, -1.8912, -0.1728)
C (1.7865, -1.5633, -0.3774)
C (2.2150, -0.1861, -0.9067)
N (3.2286, 0.8355, 0.9492)
N (2.2790, 0.8234, 0.1050)
H (1.0361, 2.5815, 1.0152)
H (-0.3095, 2.9338, -0.8573)
H (-0.2094, 1.4811, -1.6947)
H (-1.7881, 2.1650, 0.8411)
H (-2.1858, 2.2507, -0.8159)
H (-3.2478, 0.1325, -0.2633)
H (-1.6488, -0.3488, -1.0326)
H (-2.1612, -0.3606, 1.7287)
H (-2.3840, -1.7414, 0.8048)
H (0.2054, -0.1005, 0.8455)
H (0.0484, -1.3761, 2.0024)
H (0.2137, -2.9682, 0.1006)
H (-0.2754, -1.4434, -1.0373)
H (2.3476, -1.5940, 0.6732)
H (2.3443, -2.2774, -1.0070)
H (3.3067, -0.3252, -1.2076)
H (1.7440, 0.2485, -1.7098)
H (3.1574, 1.6308, 1.7060)

- molecular weight (g/mol) = 154.26
- E_LUMO (alpha / beta) (eV) = 1.05 / 0.24
- HOMO energy (alpha / beta) (eV) = -7.57 / -6.68
- orbital gap (alpha / beta) (eV) = 8.616 / 6.921

Löwdin population analysis, charges in e, atoms 1 to 8: C 0.01; C -0.26; C -0.19; C -0.18; C -0.18; C -0.25; C -0.21; C -0.17

***

Energies relative to the most stable structure, in hartree: <A> 0.0000; <B> 0.2289.